Record 1
11
Properties=species:S:1:pos:R:3:forces:R:3 method="wB97M-V/def2-TZVPD" lumo_ev="0.572 / -2.230" homo_ha="-0.233 / -0.360" homo_lumo_gap_ev="6.9 / 7.6" charge=0 multiplicity=3
C 1.311 -1.758 -0.656 -0.5 -8.1 -0.7
N -2.270 0.772 0.474 -0.5 -0.3 -0.5
O -1.202 -1.514 0.864 1.2 0.9 -0.1
O -0.942 -0.356 -1.260 0.0 0.3 -2.0
O 1.568 -0.630 -0.410 2.6 7.6 1.6
S -0.778 -0.052 0.117 -2.9 0.2 2.2
H 1.401 -2.526 0.144 -0.2 0.3 -0.5
H 0.949 -1.993 -1.631 -0.4 -0.5 -0.8
H -2.416 1.382 1.243 0.8 0.2 1.2
H -2.845 1.190 -0.258 0.8 -0.8 -0.5
H -2.098 -1.437 1.178 -0.8 0.1 0.1

Record 2
13
Properties=species:S:1:pos:R:3:forces:R:3 method="wB97M-V/def2-TZVPD" lumo_ev=0.690 homo_ha=-0.293 homo_lumo_gap_ev=8.7 charge=0
N -2.319 -0.458 0.201 -0.1 0.1 -0.1
C -0.962 -0.146 0.007 0.2 0.1 0.0
C -0.347 1.111 0.006 0.0 0.0 0.0
C 1.030 0.910 -0.058 0.0 -0.1 0.0
C 1.215 -0.483 -0.090 0.0 0.3 0.0
O 2.290 -1.215 -0.511 0.1 0.1 0.0
N -0.056 -1.148 -0.081 -0.1 0.1 -0.1
H -2.734 -0.888 -0.618 0.0 -0.1 0.2
H -2.862 0.352 0.467 0.1 -0.1 -0.1
H -0.854 2.066 0.088 0.1 -0.2 0.0
H 1.808 1.662 -0.113 -0.1 -0.1 0.0
H 3.089 -0.739 -0.251 -0.1 -0.1 -0.1
H 0.702 -1.024 0.953 -0.1 0.0 0.2

Record 3
18
Properties=species:S:1:pos:R:3:forces:R:3 method="wB97M-V/def2-TZVPD" lumo_ev=-4.149 homo_ha=-0.478 homo_lumo_gap_ev=8.9 charge=+1
C 3.158 0.388 0.175 0.6 1.9 0.8
C 1.963 0.985 0.278 -2.4 1.8 1.8
C 1.797 -1.051 -0.339 -0.2 -5.6 -3.0
C -0.570 0.213 -0.216 1.9 -0.4 1.3
C -2.849 -0.881 0.293 -1.6 2.4 -1.9
N 3.084 -0.871 -0.263 -0.6 -0.8 -0.1
N 1.036 -0.051 0.009 -5.0 3.9 0.1
N -0.849 1.467 -0.625 1.2 -0.2 -0.4
N -1.424 -0.737 0.209 3.1 0.6 -0.2
H 4.015 0.889 0.543 1.1 0.0 -0.2
H 1.633 1.879 0.886 0.6 -1.1 -1.1
H 1.368 -1.939 -0.875 0.4 0.8 0.9
H -3.339 0.157 0.417 0.5 -1.7 -0.7
H -3.052 -1.379 1.196 -0.3 -0.8 1.0
H -3.184 -1.498 -0.593 -0.1 1.0 1.0
H -0.016 2.041 -0.885 -0.9 -0.9 0.3
H -1.741 1.962 -0.844 0.7 -1.4 0.6
H -1.031 -1.575 0.633 0.9 0.5 -0.4

Record 4
15
Properties=species:S:1:pos:R:3:forces:R:3 method="wB97M-V/def2-TZVPD" lumo_ev=-4.512 homo_ha=-0.509 homo_lumo_gap_ev=9.3 charge=+1
C 0.718 1.356 -1.209 4.2 -0.2 -2.1
C 0.780 -0.118 -1.150 -1.8 -2.1 0.7
N 0.687 1.973 0.029 -1.1 0.2 1.2
N -1.246 -2.894 1.289 -0.8 1.2 1.1
N 0.090 -0.805 -0.278 1.3 3.4 1.8
N -1.387 -1.701 1.640 -0.9 -0.7 -0.5
H 1.670 1.637 -1.916 -2.1 -0.3 1.5
H -0.128 1.489 -1.848 -0.8 0.6 -0.4
H 1.258 -0.669 -1.970 -0.3 0.1 0.2
H -0.018 2.670 0.161 0.0 0.3 0.1
H -2.089 -3.499 1.465 0.4 0.6 -0.3
H -0.231 -0.465 0.742 0.4 -0.2 -2.8
H -0.002 -1.777 -0.217 0.4 -2.0 -0.7
H 1.544 2.152 0.511 0.3 0.2 -0.1
H -2.354 -1.346 1.910 0.8 -1.2 0.2

Relative energy (zero: lowest compared OMol25 entry of this formula, charge and spin)? In order: 0.7 70.3 60.3 88.5 kcal per mole.